Record 1
The following is a DFT calculation (ωB97M-V with the def2-TZVPD basis set) of a cluster of 2 separate species, C2HClO2S in total in a non-equilibrium geometry.

Calculated values
* LUMO energy (alpha / beta): -2.14 / -1.44 eV
* HOMO-LUMO gap (alpha / beta): 6.916 / 8.511 eV
* highest occupied orbital energy (alpha / beta): -0.3329 / -0.3657 Ha
* ΔE to the lowest compared entry with this formula, charge and spin: 109.2 kcal per mole

Geometry as ORCA input:
```
! RIJCOSX wB97M-V def2-TZVPD def2/J DEFGRID3
* xyz 0 1
C -2.31 0.23 -0.01
C 1.66 -0.31 0.05
O 2.40 0.57 0.28
O -0.29 1.83 -0.23
S -0.69 0.44 -0.07
Cl 1.87 -1.96 -0.09
H -2.65 -0.80 0.07
*
```

---

Record 2
The following is a DFT calculation (ωB97M-V with the def2-TZVPD basis set) of an isolated molecule of C2HClO3 in a non-equilibrium geometry.

Calculated values
* LUMO energy (alpha / beta): -0.44 / -1.56 eV
* HOMO-LUMO gap (alpha / beta): 8.943 / 7.013 eV
* highest occupied orbital energy (alpha / beta): -0.3447 / -0.3149 Ha
* ΔE to the lowest compared entry with this formula, charge and spin: 242.1 kcal per mole

Geometry as ORCA input:
```
! RIJCOSX wB97M-V def2-TZVPD def2/J DEFGRID3
* xyz 0 1
C 0.18 -0.39 -0.09
C 0.74 -1.26 0.73
O 0.53 -0.10 -1.37
O 0.93 -2.37 -2.02
O 1.32 -1.13 -2.13
Cl 1.28 -2.71 1.16
H -0.61 0.09 0.33
*
```

---

Record 3
The following is a DFT calculation (ωB97M-V with the def2-TZVPD basis set) of a structure of composition C2HClS2 in a non-equilibrium geometry.

Calculated values
* LUMO energy (alpha / beta): -0.70 / -0.70 eV
* HOMO-LUMO gap (alpha / beta): 7.201 / 7.202 eV
* highest occupied orbital energy (alpha / beta): -0.2905 / -0.2905 Ha
* ΔE to the lowest compared entry with this formula, charge and spin: 74.2 kcal per mole

Geometry as ORCA input:
```
! RIJCOSX wB97M-V def2-TZVPD def2/J DEFGRID3
* xyz 0 1
C 0.20 -0.69 0.07
C 2.62 0.13 0.16
S 0.55 -2.21 0.10
S 3.14 -1.34 -0.03
Cl 3.19 1.66 0.19
H -0.74 -0.30 0.32
*
```

---

> Among the records above, which one has the highest ΔE to the lowest compared entry with this formula, charge and spin?

C2HClO3

---

> Which of these has the lowest ΔE to the lowest compared entry with this formula, charge and spin?

C2HClS2

---

> The lowest ΔE to the lowest compared entry with this formula, charge and spin belongs to which entry?

C2HClS2

---

> Look up the ΔE to the lowest compared entry with this formula, charge and spin of the first one.

109.2 kcal per mole